Entry 1:
Molecular formula: C43H91Cl23N8O6P
Method: DFT, ωB97M-V with the def2-TZVPD basis set

* electronic energy: -13508.11282 hartree
* orbital gap: 9.01 eV
* net charge: +1

Geometry (Å):
1 C -1.689 1.789 -5.058
2 C -3.010 2.252 -4.368
3 C -2.871 2.013 -2.884
4 O -2.929 2.909 -2.109
5 O -2.624 0.738 -2.554
6 C -2.764 0.498 -1.138
7 C -1.389 0.739 -0.504
8 C -1.067 0.086 0.857
9 C 0.494 0.119 0.944
10 C 1.399 -0.971 0.303
11 N 1.287 -1.131 -1.125
12 N 2.794 -0.444 0.531
13 N 1.444 -2.241 1.036
14 C -1.864 -1.212 1.284
15 C -1.466 -2.344 0.327
16 C -2.524 -3.204 -0.381
17 C -1.829 -4.007 -1.514
18 C -2.672 -4.028 -2.798
19 N -1.816 -3.882 -4.021
20 C -2.225 -2.761 -4.749
21 N -1.471 -1.770 -4.866
22 N -3.514 -2.757 -5.379
23 O -3.198 -0.802 1.499
24 C -4.209 -1.777 1.693
25 C -5.343 -1.375 2.651
26 C -5.907 -0.001 2.422
27 O -5.040 -1.591 4.025
28 C -1.290 -1.266 2.743
29 P -1.896 -2.660 3.867
30 O -1.487 -4.034 3.045
31 O -1.019 -2.548 5.276
32 N -1.539 0.158 3.184
33 C -2.456 0.430 4.334
34 N -2.249 1.793 4.797
35 C -1.486 1.112 1.992
36 C -0.518 2.279 2.299
37 Cl -2.965 2.100 1.658
38 H -0.968 1.439 -4.324
39 H -1.875 0.970 -5.744
40 H -1.243 2.591 -5.637
41 H -3.158 3.317 -4.500
42 H -3.829 1.680 -4.798
43 H -3.573 1.075 -0.706
44 H -3.016 -0.556 -1.057
45 H -1.285 1.820 -0.392
46 H -0.669 0.486 -1.277
47 H 0.799 1.032 0.445
48 H 0.837 0.112 1.973
49 H 1.999 -1.787 -1.426
50 H 1.398 -0.250 -1.619
51 H 2.882 0.460 0.076
52 H 2.973 -0.349 1.528
53 H 2.422 -2.479 1.176
54 H 1.103 -2.962 0.404
55 H -0.847 -3.032 0.889
56 H -0.903 -1.885 -0.483
57 H -3.377 -2.642 -0.749
58 H -2.905 -3.934 0.335
59 H -1.701 -5.026 -1.156
60 H -0.848 -3.564 -1.684
61 H -3.202 -4.983 -2.815
62 H -3.436 -3.253 -2.818
63 H -0.900 -3.612 -3.671
64 H -1.950 -1.085 -5.444
65 H -3.791 -3.725 -5.541
66 H -4.203 -2.419 -4.709
67 H -4.712 -1.958 0.736
68 H -3.866 -2.766 2.002
69 H -6.146 -2.081 2.400
70 H -6.175 0.128 1.379
71 H -5.253 0.820 2.704
72 H -6.825 0.098 3.001
73 H -4.994 -2.549 4.128
74 H -0.210 -1.453 2.802
75 H -0.524 -4.006 2.858
76 H -0.362 -1.834 5.234
77 H -0.630 0.376 3.612
78 H -3.478 0.357 3.982
79 H -2.253 -0.224 5.177
80 H -1.388 1.811 5.330
81 H -3.027 2.058 5.389
82 H 0.391 1.955 2.814
83 H -1.003 3.005 2.935
84 H -0.273 2.760 1.357
85 Cl 0.238 3.508 6.219
86 C 1.263 2.665 7.405
87 C 2.293 1.805 6.717
88 Cl 1.545 0.414 5.870
89 H 0.618 2.076 8.053
90 H 1.753 3.425 8.010
91 H 2.985 1.395 7.450
92 H 2.864 2.372 5.985
93 Cl 0.715 3.624 -7.353
94 C 0.607 5.368 -6.990
95 C -0.742 5.747 -6.435
96 Cl -2.036 5.607 -7.652
97 H 0.834 5.915 -7.902
98 H 1.381 5.590 -6.257
99 H -0.727 6.785 -6.106
100 H -1.014 5.124 -5.585
101 Cl -2.166 10.099 -7.790
102 C -3.545 9.170 -8.433
103 C -4.866 9.838 -8.147
104 Cl -5.270 9.812 -6.411
105 H -3.504 8.169 -8.009
106 H -3.398 9.091 -9.510
107 H -5.664 9.309 -8.667
108 H -4.869 10.874 -8.477
109 Cl -6.412 2.742 0.787
110 C -7.325 3.976 1.694
111 C -6.550 4.492 2.880
112 Cl -6.361 3.256 4.152
113 H -8.274 3.539 1.993
114 H -7.527 4.794 1.003
115 H -7.081 5.330 3.329
116 H -5.557 4.830 2.591
117 Cl 0.304 -6.116 1.877
118 C -0.945 -7.132 2.650
119 C -0.342 -8.251 3.460
120 Cl 0.451 -9.470 2.431
121 H -1.598 -7.512 1.868
122 H -1.528 -6.479 3.296
123 H -1.124 -8.765 4.015
124 H 0.394 -7.880 4.169
125 Cl 5.344 -1.964 1.636
126 C 6.050 -0.327 1.624
127 C 7.205 -0.238 0.652
128 Cl 8.610 -1.191 1.196
129 H 6.360 -0.083 2.638
130 H 5.256 0.348 1.341
131 H 7.539 0.788 0.562
132 H 6.919 -0.593 -0.336
133 Cl 1.641 -3.863 -2.945
134 C 2.058 -5.584 -3.147
135 C 1.496 -6.429 -2.032
136 Cl 2.287 -6.095 -0.469
137 H 3.140 -5.662 -3.205
138 H 1.639 -5.905 -4.099
139 H 1.658 -7.483 -2.252
140 H 0.428 -6.264 -1.908
141 Cl 3.050 -13.523 5.264
142 C 4.070 -12.304 4.460
143 C 3.560 -11.950 3.087
144 Cl 3.738 -13.297 1.934
145 H 5.086 -12.689 4.420
146 H 4.064 -11.417 5.093
147 H 4.131 -11.113 2.686
148 H 2.510 -11.667 3.112
149 Cl 4.841 2.848 3.953
150 C 6.014 3.883 3.085
151 C 5.619 4.098 1.647
152 Cl 5.756 2.595 0.695
153 H 6.994 3.420 3.165
154 H 6.042 4.836 3.608
155 H 6.279 4.830 1.186
156 H 4.596 4.459 1.563
157 Cl 4.641 1.951 -4.314
158 C 3.228 1.018 -4.869
159 C 1.930 1.709 -4.546
160 Cl 1.608 1.741 -2.786
161 H 3.279 0.030 -4.416
162 H 3.323 0.907 -5.948
163 H 1.101 1.176 -5.010
164 H 1.920 2.735 -4.905
165 Cl 7.845 6.637 2.734
166 C 9.016 7.642 1.840
167 C 8.602 7.841 0.405
168 Cl 8.701 6.329 -0.534
169 H 9.991 7.167 1.915
170 H 9.064 8.604 2.348
171 H 9.267 8.558 -0.073
172 H 7.584 8.215 0.332

***

Entry 2:
Molecular formula: C10H12BrFN2O4
Method: DFT, ωB97M-V with the def2-TZVPD basis set

* electronic energy: -3472.53803 hartree
* orbital gap: 10.24 eV
* SMILES: C[C@H](F)OC(=O)N(O)CC(=O)Br.c1ccncc1

Geometry (Å):
1 C -0.015 3.120 -3.006
2 C 0.077 1.638 -3.222
3 F -1.055 1.050 -2.750
4 O 1.206 1.089 -2.575
5 C 0.905 0.304 -1.490
6 O 0.767 0.764 -0.396
7 N 0.826 -1.044 -1.831
8 O 2.085 -1.534 -2.245
9 C 0.142 -1.882 -0.888
10 C -1.079 -2.515 -1.572
11 O -1.572 -2.112 -2.589
12 Br -1.838 -4.076 -0.682
13 H 0.961 3.548 -2.857
14 H -0.471 3.556 -3.882
15 H -0.655 3.336 -2.166
16 H 0.151 1.397 -4.271
17 H 1.879 -2.304 -2.776
18 H 0.767 -2.695 -0.548
19 H -0.209 -1.366 -0.003
20 C -0.296 0.678 4.567
21 C 0.862 0.565 3.817
22 C 0.851 -0.270 2.711
23 N -0.212 -0.974 2.330
24 C -1.318 -0.854 3.062
25 C -1.413 -0.046 4.183
26 H -0.329 1.322 5.437
27 H 1.756 1.113 4.080
28 H 1.734 -0.382 2.092
29 H -2.167 -1.440 2.728
30 H -2.338 0.014 4.739

***

Entry 3:
Molecular formula: C25H38BN3O6PdSi2
Method: DFT, ωB97M-V with the def2-TZVPD basis set

* electronic energy: -2323.04008 hartree
* orbital gap: 4.32 eV
* energy above the lowest of the compared OMol25 structures with the same formula, charge and spin: 28.1 kcal per mole
* net charge: -2

Geometry (Å):
1 Pd 0.413 -1.112 0.483
2 C 0.269 -1.636 3.681
3 Si 1.856 -0.774 3.200
4 C 1.935 0.770 4.291
5 C 3.200 -1.927 3.837
6 N 2.014 -0.390 1.548
7 C 3.184 -0.021 0.888
8 C 4.281 0.497 1.574
9 C 5.486 0.846 0.947
10 C 5.576 0.702 -0.424
11 C 4.486 0.201 -1.143
12 C 3.272 -0.199 -0.543
13 N 2.210 -0.716 -1.215
14 Si 1.795 -0.891 -2.818
15 C 0.574 0.437 -3.388
16 C 1.002 -2.579 -3.079
17 C 3.168 -0.816 -4.131
18 H 0.400 -2.106 4.668
19 H -0.001 -2.410 2.960
20 H -0.565 -0.931 3.733
21 H 1.619 0.559 5.322
22 H 1.267 1.532 3.877
23 H 2.946 1.189 4.321
24 H 3.072 -2.085 4.915
25 H 4.210 -1.544 3.657
26 H 3.117 -2.899 3.336
27 H 4.194 0.636 2.648
28 H 6.319 1.232 1.527
29 H 6.491 0.973 -0.945
30 H 4.568 0.089 -2.218
31 H 0.031 0.826 -2.521
32 H -0.150 0.053 -4.118
33 H 1.107 1.272 -3.857
34 H 0.508 -2.898 -2.158
35 H 1.771 -3.321 -3.319
36 H 0.261 -2.586 -3.890
37 H 3.619 0.181 -4.190
38 H 2.754 -1.061 -5.119
39 H 3.963 -1.537 -3.906
40 O -2.010 -4.644 -0.457
41 C -1.701 -3.449 -0.491
42 O -0.814 -2.871 0.195
43 C -2.559 -2.599 -1.453
44 C -2.197 -1.335 -1.894
45 C -3.023 -0.623 -2.754
46 C -4.218 -1.184 -3.148
47 C -4.601 -2.445 -2.739
48 C -3.757 -3.151 -1.900
49 N -5.122 -0.416 -4.038
50 O -4.776 0.702 -4.374
51 O -6.187 -0.932 -4.344
52 H -1.259 -0.906 -1.578
53 H -2.741 0.355 -3.115
54 H -5.540 -2.856 -3.082
55 H -4.003 -4.149 -1.566
56 C -3.278 2.071 -0.024
57 C -1.891 2.386 0.522
58 C -1.462 3.771 0.071
59 O -0.974 1.436 -0.039
60 B -0.677 0.451 0.914
61 O -1.258 0.798 2.139
62 C -1.765 2.135 2.062
63 C -3.081 2.190 2.819
64 C -0.742 3.041 2.735
65 H -3.250 2.147 -1.112
66 H -4.031 2.767 0.352
67 H -3.574 1.051 0.231
68 H -1.609 3.857 -1.008
69 H -0.407 3.940 0.282
70 H -2.057 4.546 0.565
71 H -3.771 1.426 2.462
72 H -3.552 3.172 2.716
73 H -2.890 2.007 3.879
74 H 0.224 2.970 2.231
75 H -0.606 2.703 3.764
76 H -1.066 4.085 2.745

***

Entry 4:
Molecular formula: C16H58N8O13
Method: DFT, ωB97M-V with the def2-TZVPD basis set

* electronic energy: -2060.39737 hartree
* orbital gap: 8.46 eV
* energy above the lowest of the compared OMol25 structures with the same formula, charge and spin: 0.8 kcal per mole

Geometry (Å):
1 C -1.462 -2.635 -3.275
2 C -0.041 -2.411 -2.860
3 O 0.143 -2.852 -1.520
4 H -1.699 -2.144 -4.224
5 H -2.141 -2.217 -2.556
6 H -1.674 -3.721 -3.377
7 H 0.431 -1.456 -3.004
8 H 0.521 -3.076 -3.357
9 H 0.409 -2.082 -1.055
10 C -1.016 -2.249 2.704
11 C -0.356 -3.102 3.805
12 O 1.002 -2.985 3.574
13 H -0.882 -2.605 1.660
14 H -0.610 -1.225 2.703
15 H -2.106 -2.230 2.790
16 H -0.627 -4.190 3.694
17 H -0.642 -2.677 4.814
18 H 1.517 -3.527 4.190
19 C -0.698 2.795 2.146
20 C -1.232 3.354 3.384
21 O -1.645 4.657 3.266
22 H 0.007 3.427 1.638
23 H -1.453 2.544 1.416
24 H -0.118 1.944 2.402
25 H -0.582 3.167 4.184
26 H -2.135 2.756 3.609
27 H -2.342 4.725 2.575
28 C 0.213 0.211 -0.569
29 O -0.008 0.695 -1.873
30 N 1.300 -0.423 -0.198
31 N -0.703 0.383 0.335
32 H 2.104 -0.337 -0.930
33 H 1.550 -0.600 0.835
34 H -1.556 0.886 -0.028
35 H -0.541 0.132 1.258
36 C 3.595 -1.116 -2.533
37 O 4.282 -2.197 -2.057
38 N 3.371 -0.022 -1.848
39 N 3.085 -1.064 -3.692
40 H 3.946 0.177 -1.010
41 H 2.993 0.780 -2.307
42 H 3.211 -1.948 -4.172
43 H 2.700 -0.241 -4.089
44 C -3.468 0.832 -1.765
45 O -3.246 1.068 -0.458
46 N -4.636 0.895 -2.313
47 N -2.593 0.674 -2.710
48 H -5.364 1.217 -1.708
49 H -4.887 0.337 -3.118
50 H -1.562 0.547 -2.420
51 H -2.774 0.547 -3.768
52 C 2.465 -3.511 0.201
53 O 3.265 -2.571 0.731
54 N 2.751 -4.129 -0.911
55 N 1.470 -4.064 0.848
56 H 3.404 -3.538 -1.401
57 H 2.120 -4.666 -1.469
58 H 1.263 -3.516 1.711
59 H 0.819 -4.713 0.439
60 C 2.398 1.404 2.485
61 O 1.808 0.136 2.450
62 H 2.055 2.083 1.682
63 H 3.429 1.465 2.535
64 H 2.149 1.971 3.404
65 H 1.385 -0.007 3.334
66 C 4.648 1.772 -0.144
67 O 5.151 0.552 0.153
68 H 5.012 2.100 -1.107
69 H 5.094 2.592 0.485
70 H 3.565 1.761 0.010
71 H 5.426 0.465 1.074
72 C -3.441 0.647 2.348
73 O -3.899 0.330 3.645
74 H -3.749 1.614 1.978
75 H -3.765 -0.094 1.632
76 H -2.341 0.720 2.267
77 H -3.223 0.463 4.252
78 C -1.966 3.688 -1.370
79 O -1.960 3.242 -2.719
80 H -3.028 3.521 -0.949
81 H -1.961 4.740 -1.459
82 H -1.184 3.311 -0.740
83 H -2.170 2.294 -2.714
84 C -2.924 -1.990 0.018
85 O -3.923 -2.494 0.831
86 H -2.246 -2.731 -0.162
87 H -2.417 -1.156 0.423
88 H -3.408 -1.831 -0.931
89 H -3.660 -3.312 1.242
90 C 1.372 3.324 -1.860
91 O 2.651 2.940 -2.297
92 H 1.218 2.788 -0.934
93 H 0.682 2.931 -2.537
94 H 1.231 4.392 -1.741
95 H 2.859 3.659 -2.921

***

Entry 5:
Molecular formula: C17H18N7O6S2Sr
Method: DFT, ωB97M-V with the def2-TZVPD basis set

* electronic energy: -2320.68344 hartree
* orbital gap: 6.67 eV
* energy above the lowest of the compared OMol25 structures with the same formula, charge and spin: 0.0 kcal per mole
* net charge: -1

Geometry (Å):
1 Sr 0.125 0.613 -0.660
2 N 1.075 -1.398 1.019
3 C -0.200 -1.589 1.726
4 C -0.306 -2.835 2.595
5 C -1.655 -2.994 3.306
6 C -2.923 -2.920 2.448
7 N -3.148 -1.712 1.651
8 C -3.535 -0.527 2.086
9 N -3.463 -0.225 3.404
10 N -4.059 0.356 1.236
11 C -0.529 -0.264 2.446
12 O -0.610 -0.266 3.687
13 O -0.723 0.721 1.675
14 H 1.304 -2.211 0.457
15 H 1.844 -1.239 1.660
16 H -0.929 -1.683 0.925
17 H 0.478 -2.817 3.357
18 H -0.124 -3.706 1.955
19 H -1.706 -2.274 4.118
20 H -1.687 -3.983 3.773
21 H -3.790 -3.059 3.098
22 H -2.931 -3.730 1.718
23 H -3.042 -1.817 0.643
24 H -2.541 -0.394 3.815
25 H -3.812 0.694 3.628
26 H -4.144 0.101 0.256
27 H -3.898 1.333 1.414
28 S -2.533 1.148 -1.943
29 C -2.869 -0.521 -1.730
30 S -1.625 -1.701 -1.494
31 C -4.212 -0.955 -1.688
32 C -5.306 -0.069 -1.909
33 N -6.225 0.611 -2.062
34 C -4.549 -2.302 -1.375
35 N -4.788 -3.393 -1.080
36 O 1.681 2.376 -1.705
37 C 2.650 1.579 -1.738
38 O 2.598 0.385 -1.346
39 C 3.967 2.085 -2.286
40 C 5.062 1.234 -2.366
41 C 6.274 1.688 -2.869
42 C 6.401 2.999 -3.296
43 C 5.297 3.830 -3.207
44 C 4.080 3.401 -2.712
45 N 5.432 5.226 -3.659
46 O 6.516 5.581 -4.087
47 O 4.459 5.947 -3.580
48 H 4.937 0.215 -2.027
49 H 7.123 1.020 -2.931
50 H 7.329 3.385 -3.692
51 H 3.228 4.062 -2.653

***

Entry 6:
Molecular formula: C7H14N2
Method: DFT, ωB97M-V with the def2-TZVPD basis set

* electronic energy: -384.54600 hartree
* orbital gap: 9.66 eV
* SMILES: [H]/N=C(\C)[C@@H]1C[C@@]1(N)CC
* energy above the lowest of the compared OMol25 structures with the same formula, charge and spin: 53.9 kcal per mole

Geometry (Å):
1 H -0.267 -3.746 -0.795
2 N 0.302 -2.991 -0.389
3 C -0.158 -1.831 -0.683
4 C -1.413 -1.617 -1.480
5 C 0.748 -0.477 -0.237
6 C 1.339 -0.662 1.145
7 C 0.219 0.294 0.875
8 N -1.056 0.236 1.487
9 C 0.887 1.853 0.515
10 C 0.077 2.592 -0.530
11 H -2.002 -2.540 -1.550
12 H -1.151 -1.306 -2.496
13 H -2.037 -0.842 -1.029
14 H 1.267 -0.143 -1.125
15 H 1.121 -1.607 1.636
16 H 2.333 -0.274 1.342
17 H -1.200 -0.577 2.079
18 H -1.407 1.081 1.928
19 H 1.945 1.826 0.237
20 H 0.846 2.362 1.484
21 H 0.144 2.099 -1.506
22 H 0.443 3.617 -0.661
23 H -0.979 2.653 -0.246

***

Entry 7:
Molecular formula: C7H17NO
Method: DFT, ωB97M-V with the def2-TZVPD basis set

* electronic energy: -406.79829 hartree
* orbital gap: 10.46 eV
* SMILES: CCN(C)C(C)=O.CC
* energy above the lowest of the compared OMol25 structures with the same formula, charge and spin: 82.9 kcal per mole

Geometry (Å):
1 C 2.607 0.084 0.229
2 C 1.063 0.085 0.478
3 N 0.569 1.378 1.076
4 C 0.767 2.326 -0.145
5 C -0.815 1.364 1.123
6 C -1.364 2.494 1.893
7 O -1.390 0.293 0.804
8 H 3.262 0.894 0.493
9 H 2.775 -0.112 -0.901
10 H 3.006 -0.812 0.645
11 H 0.645 -0.013 -0.539
12 H 0.846 -0.565 1.196
13 H 1.570 2.969 0.220
14 H 0.904 1.747 -1.129
15 H -0.061 2.984 -0.249
16 H -2.587 2.501 1.908
17 H -0.890 2.368 2.986
18 H -1.176 3.477 1.661
19 C -1.730 -2.499 -1.879
20 C -0.653 -3.276 -1.086
21 H -1.202 -1.860 -2.533
22 H -2.351 -3.267 -2.421
23 H -2.468 -2.008 -1.250
24 H 0.265 -3.499 -1.536
25 H -1.116 -4.260 -0.840
26 H -0.477 -2.794 -0.204